No. 1
Molecular formula: C37H34Cl5N6O6PrS2
Method: DFT, ωB97M-V/def2-TZVPD

XYZ file:
```
91
Properties=species:S:1:pos:R:3:forces:R:3:lowdin_charge:R:1
Pr -0.625 -0.659 0.599 -2.32 -0.14 -1.32 0.938
O -6.746 -4.281 -0.201 -0.36 -0.39 -0.91 -0.005
C -6.462 -3.982 0.951 1.48 0.53 -0.05 -0.709
O -7.043 -4.015 2.023 -0.59 -0.01 0.95 0.000
C -4.982 -3.371 1.042 -0.88 -0.25 -0.06 -0.058
C -4.680 -2.433 2.008 0.70 0.38 -0.18 0.066
C -3.466 -1.747 1.904 -0.47 -0.87 -0.17 -0.212
N -2.510 -2.151 1.052 -0.35 -0.60 0.34 0.005
C -2.755 -3.159 0.194 -0.89 0.15 0.18 -0.190
C -4.038 -3.707 0.089 0.79 0.33 0.12 0.064
C -1.620 -3.567 -0.660 0.31 -0.19 -0.44 -0.176
C -1.742 -4.558 -1.640 0.01 0.28 0.25 0.025
C -0.652 -4.869 -2.432 0.05 0.16 0.18 -0.028
C 0.547 -4.202 -2.225 -0.16 0.04 0.09 -0.035
C 0.591 -3.237 -1.235 0.28 -0.15 -0.09 -0.143
N -0.452 -2.918 -0.471 -0.44 -0.69 -0.31 -0.019
C -3.154 -0.575 2.738 0.17 0.42 0.68 -0.191
C -4.149 0.146 3.407 0.16 -0.30 -0.28 0.022
C -3.795 1.227 4.190 0.34 0.07 -0.03 -0.024
C -2.449 1.539 4.335 -0.10 -0.21 -0.07 -0.028
C -1.524 0.758 3.663 0.13 0.06 0.23 -0.124
N -1.852 -0.244 2.853 -0.58 -0.09 0.11 0.049
H -5.398 -2.242 2.788 -0.16 0.07 0.04 0.123
H -4.347 -4.362 -0.709 0.00 -0.20 -0.03 0.117
H -2.687 -5.054 -1.791 -0.03 -0.05 0.03 0.116
H -0.741 -5.621 -3.202 0.00 -0.05 -0.06 0.116
H 1.413 -4.409 -2.834 0.09 0.01 0.03 0.110
H 1.509 -2.686 -1.044 -0.08 0.01 -0.04 0.116
H -5.183 -0.133 3.296 -0.11 -0.02 -0.07 0.122
H -4.551 1.817 4.687 -0.08 0.01 0.03 0.119
H -2.124 2.361 4.952 0.06 0.06 0.07 0.114
H -0.461 0.927 3.794 -0.03 0.11 -0.10 0.107
Cl 0.064 2.593 1.401 0.28 0.48 0.27 0.797
C -1.629 2.545 0.990 -0.31 -0.72 -0.58 -0.669
C -2.022 1.370 0.346 -1.17 1.43 0.24 -0.325
C -3.387 1.319 0.048 0.68 -0.07 0.11 -0.688
Cl -3.911 -0.107 -0.799 -0.54 0.08 -0.24 0.795
C -4.307 2.301 0.404 0.07 -0.04 0.03 -0.730
Cl -5.987 2.101 0.101 0.01 -0.03 -0.06 0.708
C -3.840 3.451 1.044 0.05 -0.11 -0.08 -0.721
Cl -4.946 4.672 1.513 -0.08 0.15 0.04 0.700
C -2.479 3.594 1.317 -0.01 -0.07 0.02 -0.716
Cl -1.897 5.018 2.083 0.11 0.05 0.07 0.696
C 7.186 -3.920 -0.419 0.00 -0.03 0.05 -0.045
C 6.592 -2.546 -0.424 0.07 0.07 0.02 -0.265
C 5.282 -2.330 -0.840 -0.01 0.15 0.02 -0.025
C 4.740 -1.055 -0.833 -0.09 -0.07 -0.07 -0.054
C 5.520 0.004 -0.410 -0.19 0.64 0.02 -0.298
C 6.822 -0.186 0.011 0.10 0.09 0.04 -0.047
C 7.356 -1.462 0.000 -0.16 -0.01 -0.07 -0.023
S 4.810 1.643 -0.301 -0.30 0.27 0.23 0.648
O 4.024 1.929 -1.474 -0.12 -0.32 -0.07 -0.304
O 5.846 2.561 0.062 0.18 -0.33 0.19 -0.281
N 3.694 1.556 0.927 0.23 0.16 -0.86 -0.118
C 3.943 0.718 2.080 0.40 -0.17 0.41 -0.210
C 2.613 0.308 2.713 0.02 0.02 -0.34 -0.053
C 1.627 -0.375 1.762 1.94 0.35 1.21 -0.648
O 0.888 -1.270 2.212 0.33 -0.50 0.86 -0.051
O 1.514 0.017 0.561 1.51 0.24 -0.54 -0.201
H 6.601 -4.602 -1.029 -0.01 -0.10 -0.04 0.077
H 7.219 -4.312 0.597 0.01 -0.07 0.04 0.089
H 8.206 -3.894 -0.795 0.06 -0.07 -0.04 0.083
H 4.685 -3.169 -1.170 -0.05 -0.07 -0.05 0.110
H 3.726 -0.867 -1.155 -0.15 -0.05 -0.06 0.110
H 7.391 0.672 0.332 0.12 0.04 0.06 0.114
H 8.373 -1.622 0.325 0.12 -0.01 0.02 0.119
H 2.812 1.288 0.500 -0.01 0.08 -0.19 0.053
H 4.537 1.292 2.798 -0.08 -0.22 0.06 0.128
H 4.520 -0.179 1.809 -0.13 0.09 0.13 0.116
H 2.116 1.215 3.072 -0.10 -0.05 0.08 0.116
H 2.780 -0.359 3.558 -0.06 0.09 -0.03 0.134
C -2.867 3.748 -3.968 0.14 0.01 0.27 -0.067
C -2.389 3.162 -2.644 -0.05 0.34 -0.19 -0.222
N -1.887 1.810 -2.826 0.05 0.00 -0.01 0.019
C -0.715 1.260 -2.498 -0.02 -0.27 -0.24 -0.773
S -0.671 -0.444 -2.394 0.24 -0.56 0.23 0.710
N 0.429 1.923 -2.324 0.07 0.03 0.10 0.031
C 0.848 3.192 -2.896 0.06 0.42 0.10 -0.212
C 1.366 4.125 -1.810 -0.13 -0.04 -0.24 -0.069
H -3.267 4.744 -3.805 -0.09 0.13 -0.03 0.078
H -3.651 3.126 -4.391 -0.09 -0.04 -0.07 0.079
H -2.054 3.810 -4.687 0.10 0.01 -0.09 0.070
H -3.234 3.113 -1.950 0.14 -0.01 0.02 0.110
H -1.628 3.789 -2.181 0.01 -0.08 0.05 0.112
H -2.616 1.118 -2.961 0.25 0.01 0.06 0.098
H 1.205 1.355 -1.994 -0.34 -0.03 -0.16 0.118
H 0.019 3.627 -3.453 0.06 -0.04 0.01 0.098
H 1.656 2.987 -3.606 -0.16 -0.01 -0.01 0.128
H 0.637 4.229 -1.010 -0.08 0.05 0.07 0.048
H 1.568 5.103 -2.235 0.11 0.15 0.00 0.079
H 2.288 3.720 -1.399 0.05 0.04 0.10 0.055
```
Forces are in eV/Å.

Calculated values
2S+1	3
lowest unoccupied orbital energy (spin up / spin down)	-1.00 / -0.98	eV
total charge	0
HOMO-LUMO gap (spin up / spin down)	6.76 / 6.77	eV

No. 2
Molecular formula: C6H11Br3IO7PS
Method: DFT, ωB97M-V/def2-TZVPD

XYZ file:
```
30
Properties=species:S:1:pos:R:3:forces:R:3:lowdin_charge:R:1
C 0.580 1.841 -1.402 0.78 0.49 -0.29 -0.086
C 1.462 0.754 -2.179 0.54 0.58 -0.22 -0.268
C 0.916 -0.736 -2.099 0.24 1.16 -0.55 -0.824
I 2.108 -2.142 -3.316 -0.40 0.76 0.68 0.980
O 0.640 -1.223 -0.773 1.91 0.85 0.54 -0.117
C 1.727 -1.137 0.101 2.59 0.15 0.03 -0.426
O 2.925 -1.088 -0.179 -3.30 0.00 0.06 0.047
P 1.292 -1.162 1.969 -5.11 -1.83 1.61 0.696
O -0.201 -1.522 2.082 3.64 1.10 -0.73 -0.386
O 2.166 -2.443 2.639 -0.52 2.52 -1.57 -0.144
O 1.561 0.316 2.725 0.35 -2.33 -1.81 -0.162
S -0.775 -0.706 -2.963 -2.87 -2.23 -4.59 0.671
C -2.171 -0.527 -1.755 -0.24 0.87 1.63 -0.137
O -0.878 0.402 -3.966 0.88 -1.51 2.88 -0.351
O -0.987 -2.054 -3.626 0.74 2.95 2.45 -0.452
H 1.203 2.214 -0.516 -1.23 -0.61 -0.95 0.084
H 0.473 2.743 -2.097 -0.06 -1.29 1.00 0.095
H -0.452 1.494 -1.095 1.31 0.41 -0.23 0.060
H 1.521 1.065 -3.280 -0.28 -0.86 1.54 0.116
H 2.533 0.857 -1.790 -1.51 -0.65 -0.53 0.118
H 1.921 -3.212 2.068 0.19 0.61 0.61 0.097
H 0.829 0.889 2.386 0.49 -0.53 0.49 0.071
H -1.901 -0.852 -0.696 0.02 0.22 -1.48 0.075
H -2.430 0.587 -1.677 0.37 -1.61 -0.42 0.076
H -3.081 -1.135 -2.061 1.52 0.74 -0.17 0.090
C -2.288 1.386 4.378 -0.12 -0.22 0.18 -1.610
Br -0.690 2.299 4.988 -0.22 -0.15 -0.18 0.568
Br -2.818 1.972 2.607 0.16 -0.09 0.23 0.544
Br -2.094 -0.539 4.469 -0.06 0.49 0.01 0.606
H -3.091 1.660 5.058 0.19 0.00 -0.19 -0.030
```
Forces are in eV/Å.

Calculated values
2S+1	1
lowest unoccupied orbital energy	-0.67	eV
total charge	0
HOMO-LUMO gap	9.03	eV

No. 3
Molecular formula: C43H70F5FeN2O17
Method: DFT, ωB97M-V/def2-TZVPD

XYZ file:
```
138
Properties=species:S:1:pos:R:3:forces:R:3:lowdin_charge:R:1
Fe -0.774 -1.652 -4.624 1.10 0.41 0.66 0.927
C 0.380 0.108 -2.137 -1.27 -1.95 -1.02 -0.334
O -0.157 0.149 -0.800 -0.69 -0.63 1.22 -0.138
O -0.609 -0.127 -3.138 1.55 1.26 1.64 -0.242
C 1.223 1.456 -2.150 -2.95 0.14 -3.45 -0.429
F 1.802 1.638 -3.401 0.73 -0.49 2.13 0.100
F 0.287 2.499 -2.192 1.00 -0.61 1.23 0.063
F 2.030 1.642 -1.103 0.09 -0.01 -0.99 0.154
C 0.378 -0.755 0.208 -0.74 -0.05 0.56 -0.213
C -0.448 -0.674 1.548 -0.23 1.15 -2.25 -0.042
H -0.173 0.341 1.835 -0.28 -0.28 1.28 0.069
H -1.512 -0.658 1.314 -0.11 0.15 -0.24 0.067
H -0.363 -1.510 2.242 0.87 0.37 0.07 0.071
H 1.387 -0.431 0.467 0.26 -0.24 -0.23 0.094
H 0.368 -1.811 -0.060 0.18 -0.01 -0.88 0.102
H 0.971 -0.807 -2.169 1.17 0.39 0.00 0.128
C 1.452 -3.881 -7.608 -8.87 2.53 4.78 -0.032
C 2.715 -3.781 -7.812 6.02 -4.06 -4.48 -0.410
C 3.658 -3.035 -6.940 5.77 0.29 -0.86 -0.394
O 4.942 -3.046 -7.108 -2.59 -0.90 -0.70 -0.055
C 3.245 -2.258 -5.915 -6.63 1.06 2.90 0.006
C 1.746 -2.184 -5.649 6.32 -2.94 -4.34 -0.340
C 0.836 -3.141 -6.504 4.19 -0.33 -2.24 -0.317
O -0.341 -3.171 -6.160 -3.37 0.75 1.34 -0.056
O 1.257 -1.443 -4.836 -2.36 2.24 2.49 -0.073
O 3.107 -4.596 -8.750 1.02 2.20 1.52 -0.053
H 0.781 -4.474 -8.213 0.22 -0.13 -0.06 0.116
H 3.880 -1.776 -5.187 0.26 0.14 -0.34 0.096
C 5.754 3.037 0.601 -0.04 -2.15 -0.03 -0.037
C 6.136 1.957 1.704 -1.51 0.71 -0.75 -0.476
C 5.530 2.557 2.963 0.84 -0.28 0.97 -0.167
C 5.513 1.612 4.179 -0.27 1.04 -0.31 -0.194
C 4.756 0.328 3.895 -0.12 1.07 -1.20 -0.147
C 5.277 -0.422 2.605 1.29 1.01 1.65 -0.425
N 5.419 0.621 1.482 -0.88 2.02 2.25 -0.108
O 5.437 0.277 0.156 0.54 -1.47 -0.73 -0.014
C 6.676 -0.936 3.044 -0.68 -1.00 -1.92 -0.043
C 4.251 -1.577 2.354 0.50 1.25 -1.77 -0.025
C 7.651 1.974 1.777 -0.44 -0.54 0.12 -0.030
H 6.231 3.998 0.796 -0.12 -0.11 0.20 0.084
H 4.667 3.101 0.564 -0.01 0.32 -0.08 0.073
H 6.103 2.639 -0.352 -0.01 0.29 -0.17 0.072
H 6.095 3.423 3.310 0.45 0.16 -0.34 0.112
H 4.572 3.015 2.717 -0.45 -0.66 0.24 0.114
H 5.093 2.263 4.945 -0.68 -0.55 0.42 0.107
H 6.497 1.427 4.610 0.38 -0.10 -0.52 0.100
H 3.750 0.644 3.622 -0.43 -0.27 0.50 0.117
H 4.809 -0.278 4.800 -0.33 -0.50 -0.35 0.120
H 7.246 -1.078 2.125 0.24 -0.11 -0.07 0.084
H 7.263 -0.257 3.662 -0.40 -0.46 0.37 0.060
H 6.458 -1.948 3.385 0.71 0.10 0.90 0.078
H 4.662 -2.386 1.750 0.21 -0.04 0.08 0.079
H 3.702 -2.005 3.193 0.52 0.40 0.37 0.084
H 3.517 -1.094 1.709 -0.44 -0.19 -0.03 0.058
H 7.922 1.195 2.490 0.72 0.47 0.00 0.059
H 7.861 2.995 2.095 0.60 -0.24 0.29 0.083
H 8.137 1.817 0.814 -0.09 -0.25 0.01 0.089
H 4.525 0.331 -0.138 -0.18 0.10 -0.14 0.093
C -5.270 0.620 4.770 1.14 0.61 -0.91 -0.046
C -6.073 -0.596 5.216 -0.13 0.17 0.27 -0.487
C -6.771 -1.162 3.975 -0.03 -0.75 -0.93 -0.123
C -5.870 -2.007 3.004 -0.04 1.58 -0.06 -0.182
C -5.305 -3.081 3.829 -0.03 -1.08 1.41 -0.178
C -4.441 -2.621 5.025 -0.93 -0.27 0.06 -0.479
N -5.306 -1.720 5.828 -1.85 -0.42 -0.87 -0.121
O -4.829 -1.416 7.094 1.01 0.48 0.35 -0.017
C -4.161 -3.891 5.889 -0.78 0.09 -0.11 -0.033
C -3.160 -1.931 4.643 1.80 0.42 0.12 -0.032
C -7.155 -0.072 6.219 1.44 0.24 -0.25 -0.031
H -4.798 0.413 3.809 0.16 -0.10 -0.05 0.063
H -4.453 1.000 5.382 -0.10 -0.46 0.53 0.091
H -5.857 1.511 4.546 -0.55 -0.16 0.20 0.084
H -7.541 -1.841 4.342 -0.26 -0.04 -0.08 0.110
H -7.259 -0.365 3.413 -0.02 0.17 0.16 0.120
H -5.105 -1.380 2.546 0.10 0.15 -0.06 0.103
H -6.402 -2.488 2.184 -0.49 0.40 0.00 0.113
H -4.860 -3.934 3.317 0.46 0.31 -0.29 0.123
H -6.227 -3.484 4.246 0.13 -0.64 0.56 0.114
H -3.853 -4.773 5.328 1.13 0.47 -0.35 0.079
H -3.563 -3.662 6.771 0.27 -0.22 -0.28 0.078
H -5.088 -4.349 6.235 -0.57 0.72 0.37 0.077
H -2.460 -2.504 4.035 -0.11 -0.69 0.15 0.081
H -3.113 -0.972 4.128 -1.13 0.08 -0.09 0.070
H -2.649 -1.697 5.577 0.24 -0.14 0.14 0.086
H -6.611 0.383 7.047 0.01 -0.48 0.43 0.074
H -7.852 -0.837 6.559 -0.07 0.16 -0.10 0.082
H -7.600 0.831 5.800 -0.64 -0.47 -0.40 0.077
H -5.365 -1.937 7.696 -0.12 -0.09 0.02 0.104
C -3.314 -1.254 -2.106 -0.51 -0.59 0.34 0.000
C -3.644 -1.775 -3.473 -1.56 -0.24 0.13 -0.378
O -2.775 -2.049 -4.275 -0.60 0.27 -0.51 0.002
C -5.170 -1.965 -3.882 1.68 -0.24 -0.74 0.008
H -3.425 -0.172 -2.040 0.45 0.12 -0.28 0.097
H -2.332 -1.619 -1.804 0.08 0.55 -0.18 0.071
H -4.043 -1.626 -1.386 -0.23 -0.20 -0.04 0.083
H -5.188 -2.286 -4.924 0.30 0.53 -0.28 0.072
H -5.678 -1.005 -3.787 -0.18 -0.21 0.27 0.081
H -5.701 -2.816 -3.457 0.17 0.38 1.03 0.075
C -0.242 -5.016 -1.653 0.10 1.53 -0.03 0.000
C 0.262 -3.881 -2.584 -0.79 0.38 -2.27 -0.327
O -0.560 -3.188 -3.250 2.02 -2.60 2.96 -0.034
C 1.786 -3.742 -2.739 -0.72 0.35 0.90 0.009
H -0.844 -5.751 -2.187 0.28 0.02 -0.11 0.090
H -0.901 -4.532 -0.932 -0.27 0.05 0.01 0.077
H 0.563 -5.436 -1.049 0.04 -0.26 -0.44 0.075
H 2.104 -2.801 -3.187 -0.25 -0.20 -0.13 0.065
H 2.267 -4.586 -3.234 -0.45 -0.10 -0.41 0.106
H 2.193 -3.813 -1.731 0.07 0.17 0.26 0.078
C 3.824 4.803 -4.811 -1.85 1.16 0.53 -0.007
C 2.490 4.990 -3.986 -1.97 -2.54 -3.35 -0.430
O 1.393 4.769 -4.563 2.81 1.34 1.45 0.014
C 2.598 5.036 -2.526 0.11 0.70 0.40 -0.027
H 4.480 5.657 -4.642 0.32 -0.23 0.23 0.072
H 3.541 4.818 -5.863 0.13 -0.35 0.10 0.076
H 4.251 3.854 -4.486 0.18 0.12 -0.16 0.085
H 3.513 4.489 -2.297 -0.20 -0.04 0.61 0.087
H 1.687 4.673 -2.050 0.26 -0.23 -0.05 0.075
H 2.726 6.078 -2.232 0.24 0.11 0.21 0.093
C -1.312 3.646 -4.216 -0.66 0.50 1.77 -0.076
C -2.314 4.365 -5.099 1.26 -1.93 -0.09 -0.321
O -3.539 4.199 -4.449 -0.58 0.57 1.18 0.137
C -3.437 3.268 -3.445 0.71 -1.80 1.86 -0.456
O -4.320 2.799 -2.734 1.72 1.67 -2.22 0.112
O -2.108 2.889 -3.292 -2.63 0.35 -0.64 0.021
F -2.462 3.703 -6.262 -0.08 -0.32 -1.55 0.070
H -0.966 4.469 -3.590 1.21 -0.32 -0.20 0.122
H -0.577 2.957 -4.631 0.01 0.65 -0.24 0.146
H -1.884 5.340 -5.328 -1.18 0.51 0.18 0.171
C -2.140 2.625 0.156 1.42 -0.05 -1.06 -0.068
C -1.201 3.770 0.587 0.14 -4.20 -2.98 -0.387
O -0.855 3.380 1.849 2.44 1.50 1.66 0.161
C -1.817 2.677 2.415 -2.65 -1.02 2.00 -0.521
O -2.067 2.543 3.615 1.16 0.17 -3.46 0.122
O -2.565 2.186 1.394 -1.23 -1.46 2.65 0.061
F -1.946 4.808 0.573 -1.79 4.76 0.65 0.144
H -1.543 1.875 -0.364 -0.30 -0.34 0.00 0.115
H -3.027 2.895 -0.416 0.35 0.35 -0.13 0.135
H -0.359 3.866 -0.098 0.37 0.18 0.54 0.163
```
Forces are in eV/Å.

Calculated values
2S+1	5
lowest unoccupied orbital energy (spin up / spin down)	1.60 / 1.60	eV
total charge	-1
energy above the lowest of the compared OMol25 structures with the same formula, charge and spin	79.00	kJ/mol
HOMO-LUMO gap (spin up / spin down)	5.49 / 5.46	eV

F_max in eV/A, matching the order above: 2.67 5.85 10.38